# 1
2 unconnected molecules or ions with the total composition C7H9N2O2. Source: the OMol25 dataset; level of theory: ωB97M-V/def2-TZVPD.

Geometry as XYZ:
```
20
Properties=species:S:1:pos:R:3:forces:R:3:nbo_charge:R:1
C -1.22581 -1.88169 2.09753 0.695 0.692 -1.103 -0.034
C -1.09939 -0.57023 2.61727 -0.150 -1.024 -0.329 -0.242
C -0.47884 -2.32134 1.01034 0.474 3.038 0.039 -0.234
C -0.20867 0.34238 2.07635 -0.347 -0.886 0.856 -0.055
C 0.31508 -1.32117 0.43534 0.830 -1.880 -1.662 -0.020
C 0.56296 -0.05007 0.95209 -0.419 0.858 0.297 -0.251
C 1.46177 0.74266 0.24469 -0.316 -0.643 -0.465 0.058
N 0.66211 1.40203 -1.88301 1.429 0.583 0.283 0.067
N 0.39312 2.38997 -2.54553 -0.508 1.361 1.279 0.119
O 0.45030 0.13996 -2.28840 -1.753 -0.249 -1.909 -0.537
O -0.49008 2.22747 -3.54205 -0.215 -1.020 -1.545 -0.555
H -2.01336 -2.47336 2.49027 -0.366 -0.712 0.481 0.232
H -1.82012 -0.53574 3.42567 0.526 1.503 0.344 0.255
H -0.61267 -3.22507 0.50524 -0.192 -1.352 -0.412 0.247
H 0.03241 1.26088 2.54095 -0.244 0.971 0.428 0.236
H 0.77437 -1.42887 -0.56384 -0.239 -0.729 0.756 0.237
H 1.75203 1.75600 0.20754 -0.230 1.303 1.492 0.240
H 2.06555 0.31523 -0.51339 0.390 -1.161 -0.357 0.214
H 0.00327 0.18852 -3.17955 0.318 -0.285 0.807 0.500
H -0.52404 3.04243 -4.08751 0.318 -0.367 0.718 0.522
```
Forces are in eV/Å.

Its total charge is +1. As for the gap between HOMO and LUMO: 8.0 eV. Its relative energy (zero: lowest compared OMol25 entry of this formula, charge and spin) is 6.542 eV. The value obtained for the HOMO energy is -13.95 eV.

# 2
2 unconnected molecules or ions with the total composition C2H4N2O2. Source: the OMol25 dataset; level of theory: ωB97M-V/def2-TZVPD.

Geometry as XYZ:
```
10
Properties=species:S:1:pos:R:3:forces:R:3:nbo_charge:R:1
C -0.95939 -1.43916 -0.38857 -0.390 1.993 -2.036 -0.122
N -0.18691 -1.19104 0.58414 -2.782 -0.936 -0.218 -0.153
N 0.94776 -1.26177 0.98303 3.297 -1.263 -0.302 0.269
O 1.62363 -0.53267 1.66720 -0.506 0.970 0.923 -0.412
H -0.77890 -0.72102 -1.25696 -0.240 -1.485 0.752 0.221
H -1.85374 -2.08005 -0.45061 0.533 0.347 0.943 0.202
C 0.32669 1.78675 -0.31432 -0.250 1.588 1.803 0.285
O -0.15154 1.27435 -1.28489 0.386 0.093 -0.014 -0.529
H 0.01181 2.88591 0.00913 0.619 -1.691 -0.690 0.099
H 1.02058 1.27871 0.45185 -0.666 0.384 -1.161 0.142
```
Forces are in eV/Å.

As for the gap between HOMO and LUMO (alpha / beta): 8.7 / 8.7 eV. Its relative energy (zero: lowest compared OMol25 entry of this formula, charge and spin) is 6.830 eV. The value obtained for the HOMO energy (alpha / beta) is -8.82 / -8.82 eV.

# 3
A single C5H11N molecule. Source: the OMol25 dataset; level of theory: ωB97M-V/def2-TZVPD.

Geometry as XYZ:
```
17
Properties=species:S:1:pos:R:3:forces:R:3:nbo_charge:R:1
C -0.72849 -1.67049 1.64017 0.016 -0.035 0.052 -0.604
C -1.16780 -0.66811 0.57132 -0.022 0.007 -0.060 -0.405
C -0.00699 0.19796 0.14048 -0.040 -0.025 0.216 -0.076
C 0.97666 -0.31427 -0.84479 0.209 -0.197 -0.031 -0.272
N 0.03219 0.72911 -1.21121 -0.036 0.060 -0.022 -0.400
C 0.63946 2.04248 -1.35246 0.052 0.166 -0.032 -0.414
H 0.10669 -2.28140 1.27723 -0.133 0.088 0.043 0.204
H -0.39096 -1.16005 2.55019 -0.054 -0.064 -0.137 0.201
H -1.54310 -2.34646 1.91915 0.097 0.118 -0.040 0.211
H -1.55007 -1.19671 -0.30997 0.064 0.088 0.099 0.210
H -1.98935 -0.04644 0.94951 0.124 -0.054 -0.064 0.204
H 0.39109 0.85742 0.91700 -0.015 -0.119 -0.113 0.187
H 0.80711 -1.28367 -1.31092 0.035 0.140 0.087 0.200
H 2.02402 -0.03470 -0.72953 -0.161 -0.010 -0.017 0.190
H -0.13237 2.81785 -1.32712 0.080 -0.122 0.013 0.201
H 1.15311 2.09656 -2.31809 -0.107 0.016 0.118 0.200
H 1.37880 2.26092 -0.56097 -0.108 -0.058 -0.113 0.163
```
Forces are in eV/Å.

As for the gap between HOMO and LUMO: 10.3 eV. Its relative energy (zero: lowest compared OMol25 entry of this formula, charge and spin) is 1.178 eV. The value obtained for the HOMO energy is -9.08 eV.

# 4
2 unconnected molecules or ions with the total composition C2H2ClO3P. Source: the OMol25 dataset; level of theory: ωB97M-V/def2-TZVPD.

Geometry as XYZ:
```
9
Properties=species:S:1:pos:R:3:forces:R:3:nbo_charge:R:1
C 1.80382 -0.01606 -0.04831 1.456 -2.955 0.082 -0.714
C 0.90512 0.95512 -0.20165 0.598 0.062 -0.161 -0.180
O -2.04195 -1.31639 1.33451 -0.252 1.430 -0.727 -1.162
O -1.96902 -1.30163 -1.16977 0.060 0.098 -0.874 -1.159
O -2.78530 0.84283 0.00527 -0.272 0.408 0.265 -1.132
P -2.20482 -0.50941 0.05651 0.248 -1.982 1.309 2.445
Cl 1.90462 2.64716 0.03787 0.041 0.174 0.242 -0.431
H 2.88661 -0.22867 0.28891 -1.157 1.639 -0.389 0.143
H 1.50093 -1.07295 -0.30333 -0.723 1.124 0.253 0.190
```
Forces are in eV/Å.

Its total charge is -2. As for the gap between HOMO and LUMO: 6.6 eV. Its relative energy (zero: lowest compared OMol25 entry of this formula, charge and spin) is 1.855 eV. The value obtained for the HOMO energy is -0.38 eV.

# 5
2 unconnected molecules or ions with the total composition C5H9FN2O2S. Source: the OMol25 dataset; level of theory: ωB97M-V/def2-TZVPD.

Geometry as XYZ:
```
20
Properties=species:S:1:pos:R:3:forces:R:3:nbo_charge:R:1
C -1.41093 0.41415 1.26868 0.020 -0.399 -1.532 -0.111
C -1.51844 -0.83512 1.69830 0.987 0.347 -0.424 -0.092
C -0.85896 -1.01498 -0.31579 0.843 0.303 -0.743 0.374
C -0.20068 -1.77085 -1.48627 -3.149 3.292 0.832 -0.639
C -0.96368 1.58469 -0.80536 -0.764 0.274 -3.812 -0.393
N -0.98929 0.38370 -0.06747 -0.944 -2.334 1.785 -0.375
N -1.10535 -1.69241 0.76276 -0.121 -1.557 -0.761 -0.475
O 2.18812 1.56343 0.75547 -2.291 -2.497 1.122 -0.909
O 3.67035 -0.24895 1.46681 1.600 -0.718 0.436 -0.871
F 2.53053 -0.40847 -0.77099 0.127 0.472 1.707 -0.547
S 2.39357 -0.08190 0.90949 -1.305 2.145 -2.130 1.831
H -1.75220 1.16913 1.88378 -0.183 2.357 0.305 0.213
H -1.59759 -1.05754 2.69393 -0.757 -1.008 2.196 0.195
H 2.82514 2.07567 0.31161 1.850 0.667 -1.075 0.503
H -0.09210 -2.72708 -1.21120 0.793 -3.385 1.621 0.236
H 0.68531 -1.29516 -1.64992 2.453 0.952 -1.146 0.228
H -0.83849 -1.87367 -2.32633 -0.526 0.656 -1.197 0.215
H -0.80190 2.35015 -0.11271 0.895 1.327 0.740 0.214
H -0.23895 1.54786 -1.66806 -0.272 0.149 1.239 0.213
H -1.92448 1.91735 -1.33672 0.746 -1.042 0.837 0.192
```
Forces are in eV/Å.

As for the gap between HOMO and LUMO: 9.2 eV. Its relative energy (zero: lowest compared OMol25 entry of this formula, charge and spin) is 0.371 eV. The value obtained for the HOMO energy is -8.67 eV.

# 6
A molecular structure, C17H32F6GaN3O3. Source: the OMol25 dataset; level of theory: ωB97M-V/def2-TZVPD.

Geometry as XYZ:
```
62
Properties=species:S:1:pos:R:3:forces:R:3:nbo_charge:R:1
C 0.68777 0.77421 1.22781 -0.115 0.505 -0.142 -0.625
C 2.19841 0.89414 1.08466 0.122 0.299 -0.645 -0.214
N 2.68004 0.20785 -0.12186 -0.276 -0.099 0.528 -1.066
Ga 4.12591 1.29238 -0.85184 0.252 0.602 0.147 1.087
C 5.44144 1.88875 0.61909 -0.317 -0.965 -0.577 -0.677
N 6.58833 0.94813 0.74075 -0.047 0.040 -0.197 -0.877
C 5.17215 0.39597 -2.38529 -2.857 -1.866 2.123 0.204
O 6.02571 0.98501 -2.91597 2.809 1.766 -1.932 -0.532
C 4.93446 -1.09947 -2.91793 0.197 0.761 0.570 0.512
F 3.67274 -1.20546 -3.36848 -0.930 0.084 -0.329 -0.331
F 5.73539 -1.30452 -3.96904 0.511 -0.484 -0.559 -0.326
C 5.12167 -2.18654 -1.82993 0.671 0.089 -1.516 0.571
F 5.81528 -1.66892 -0.82116 0.768 0.431 1.015 -0.301
F 3.95905 -2.57761 -1.36243 -1.347 -0.415 0.359 -0.288
C 5.90911 -3.44491 -2.27894 0.516 1.021 1.112 0.547
F 5.60282 -4.40660 -1.41688 -0.382 -0.906 0.851 -0.306
F 5.56417 -3.89431 -3.47179 -0.195 -0.105 -1.400 -0.303
C 7.44489 -3.26940 -2.13832 -1.398 2.785 -1.391 0.729
O 8.07444 -4.09207 -1.64117 2.275 -3.629 1.731 -0.505
O 8.00528 -2.11752 -2.57852 -0.819 0.156 -0.919 -0.685
H 0.34610 -0.26120 1.14832 0.053 -0.061 0.100 0.190
H 0.30696 1.24623 2.13977 0.090 -0.198 0.161 0.185
H 0.25233 1.35773 0.40475 -0.120 -0.211 -0.078 0.184
H 2.42320 1.97342 0.98215 -0.164 0.037 0.500 0.158
H 2.71110 0.55267 1.98868 0.023 -0.175 -0.079 0.173
H 1.90375 0.26895 -0.77708 0.180 -0.156 -0.169 0.328
H 3.44262 2.65598 -1.41921 -0.120 -0.081 -0.102 -0.368
H 4.85227 1.94399 1.54352 0.287 0.342 0.130 0.162
H 5.83279 2.87057 0.35989 -0.161 0.116 0.082 0.190
H 7.47270 1.42337 0.85431 -0.067 -0.057 0.306 0.344
H 6.45306 0.27306 1.47941 0.123 0.074 0.024 0.346
H 8.69902 -2.38040 -3.19960 0.271 0.291 0.315 0.497
C -8.02533 0.15132 0.27084 -0.027 0.004 0.113 -0.613
C -7.16703 1.35108 0.68738 -0.153 -0.253 -0.107 -0.436
C -5.87034 1.53107 -0.09728 -0.148 0.097 0.185 -0.201
N -4.64896 0.73705 0.35913 -0.024 0.198 -0.422 -0.213
C -5.01550 -0.63856 0.85996 0.161 -0.159 0.246 -0.212
C -3.84172 -1.38804 1.47084 0.159 0.021 -0.031 -0.426
C -3.20772 -0.57101 2.58534 0.042 -0.061 0.043 -0.406
C -2.77390 0.78070 2.04627 0.114 -0.098 0.084 -0.431
C -3.93697 1.53604 1.43205 0.145 -0.128 0.206 -0.212
C -3.76067 0.61774 -0.84774 0.042 -0.066 0.228 -0.411
H -7.66080 -0.79735 0.65778 0.017 -0.023 -0.042 0.204
H -9.03940 0.27290 0.65081 0.013 0.021 -0.028 0.233
H -8.08719 0.07293 -0.81613 -0.009 0.021 0.010 0.212
H -6.98956 1.34572 1.76558 0.033 0.068 -0.007 0.215
H -7.76611 2.24170 0.48652 0.181 0.109 0.038 0.242
H -5.56133 2.57541 -0.04809 0.100 -0.056 -0.065 0.227
H -6.04065 1.29086 -1.14624 0.019 -0.115 0.036 0.222
H -5.76152 -0.50537 1.64046 -0.098 0.094 -0.122 0.221
H -5.44367 -1.18511 0.02127 -0.109 0.106 -0.005 0.229
H -4.20692 -2.33567 1.86916 -0.136 0.009 -0.138 0.244
H -3.09905 -1.63893 0.70985 0.012 -0.016 0.039 0.219
H -2.35433 -1.10433 3.00398 0.007 0.043 -0.026 0.246
H -3.92592 -0.43169 3.40131 -0.017 -0.028 -0.023 0.200
H -1.97253 0.65102 1.31669 0.038 0.060 0.047 0.237
H -2.35243 1.38103 2.85362 -0.045 0.144 -0.110 0.251
H -3.58947 2.45772 0.96624 -0.139 0.001 -0.062 0.231
H -4.68265 1.78165 2.19029 -0.061 -0.035 -0.063 0.218
H -3.52618 1.62038 -1.19796 0.009 -0.027 -0.022 0.235
H -4.29878 0.06423 -1.61328 0.023 0.006 0.006 0.226
H -2.84833 0.09207 -0.58634 0.014 0.073 -0.028 0.244
```
Forces are in eV/Å.

As for the gap between HOMO and LUMO: 4.7 eV. The value obtained for the HOMO energy is -5.57 eV.

# 7
A molecular structure, C4H9NO2P. Source: the OMol25 dataset; level of theory: ωB97M-V/def2-TZVPD.

Geometry as XYZ:
```
17
Properties=species:S:1:pos:R:3:forces:R:3:nbo_charge:R:1
C -1.17376 0.02085 -0.69972 0.418 -1.930 2.116 -0.269
C -1.28116 -1.36294 -1.28005 -1.400 -2.601 0.388 -0.743
C 0.92294 1.88633 0.57394 1.900 -0.713 0.772 -0.679
C 0.44110 0.56931 1.25101 2.337 0.350 2.484 -0.201
N -0.26554 -0.29969 0.40701 1.871 -1.982 -0.950 -0.792
O 1.80398 -1.23488 -1.11334 -0.380 0.406 -0.496 -1.168
O 0.76088 -2.74307 0.64854 -0.371 -0.288 -0.083 -1.156
P 0.60379 -1.62716 -0.31990 -1.911 0.142 -0.042 2.274
H -0.82777 0.63421 -1.45674 0.795 2.008 -1.239 0.171
H -1.96396 0.34053 -0.09768 -2.344 1.199 -0.267 0.181
H -2.20697 -2.00207 -0.80423 2.516 1.367 -0.651 0.187
H -1.53052 -1.42619 -2.37359 0.797 0.231 0.770 0.187
H 1.88158 2.27530 1.02775 -1.469 0.296 0.888 0.203
H 1.53435 1.61412 -0.31542 -1.754 0.102 -0.611 0.244
H 0.06917 2.60512 0.55828 1.133 -0.276 -0.670 0.203
H 1.36369 -0.01899 1.81252 -1.944 1.177 -1.975 0.203
H -0.13180 0.76921 2.18161 -0.194 0.512 -0.434 0.154
```
Forces are in eV/Å.

Its total charge is -1. As for the gap between HOMO and LUMO: 8.1 eV. Its relative energy (zero: lowest compared OMol25 entry of this formula, charge and spin) is 1.644 eV. The value obtained for the HOMO energy is -4.22 eV.

# 8
A molecular structure, C21H23N9O4STi. Source: the OMol25 dataset; level of theory: ωB97M-V/def2-TZVPD.

Geometry as XYZ:
```
59
Properties=species:S:1:pos:R:3:forces:R:3:nbo_charge:R:1
Ti 9.64018 10.02666 9.06807 -0.374 -2.108 -0.839 1.447
O 8.93179 7.97741 5.59404 0.347 -0.405 -0.875 -0.564
C 9.17751 8.73875 6.49083 -0.697 0.165 2.361 0.636
N 8.88326 8.60258 7.85809 1.057 0.600 -2.363 -0.723
C 7.81986 7.78067 8.21580 -0.039 0.138 0.374 0.085
C 7.11818 6.97190 7.35260 -0.508 -1.467 -0.031 -0.259
C 5.96831 6.32473 7.88861 0.341 -0.468 -1.030 -0.186
C 5.63882 6.35468 9.24892 1.042 1.335 -1.970 -0.229
C 6.29692 7.30131 10.02386 0.031 0.256 0.531 -0.221
C 7.35011 8.05208 9.51474 0.083 0.466 -0.261 0.172
N 8.01199 9.23160 9.99832 -1.165 1.587 0.906 -0.706
C 7.33924 10.16532 10.75816 -1.449 -2.505 0.593 0.595
O 6.24780 9.96056 11.33284 1.848 1.124 -0.845 -0.602
C 8.07550 11.47122 10.95475 3.107 -0.498 -2.082 0.156
C 7.69811 12.38834 11.86282 0.332 1.699 1.267 -0.211
C 8.54223 13.47752 12.11532 -0.402 -0.241 -0.445 -0.105
C 9.75620 13.70015 11.43750 -1.378 0.108 1.784 -0.257
C 10.06094 12.84053 10.42333 -0.491 -2.604 -0.239 0.040
N 9.29597 11.67119 10.21902 -1.537 2.740 1.741 -0.566
C 9.77233 10.07351 6.18939 -0.674 1.024 1.602 0.158
C 10.41490 10.25601 5.00053 0.848 1.292 -0.724 -0.226
C 10.98556 11.50237 4.78782 1.388 1.614 0.048 -0.092
C 10.93473 12.55669 5.77559 0.152 -2.165 -1.212 -0.254
C 10.24724 12.25854 6.92462 -1.025 -1.269 0.362 0.070
N 9.61084 11.05009 7.15846 1.905 0.303 -2.113 -0.512
H 7.54728 6.78444 6.32839 -1.219 0.226 1.375 0.269
H 5.34031 5.82718 7.13509 0.271 -0.221 0.682 0.215
H 4.79696 5.85574 9.65059 -0.661 -0.501 0.175 0.221
H 5.83554 7.47288 10.97394 0.389 0.375 0.574 0.237
H 6.84734 12.28553 12.52128 -0.289 -0.338 -0.450 0.267
H 8.13979 14.15269 12.85308 0.558 0.315 0.286 0.233
H 10.41418 14.43219 11.90703 0.001 0.125 -0.967 0.245
H 11.00210 12.98059 9.85360 -0.820 -0.531 0.179 0.224
H 10.56974 9.47273 4.26513 -0.358 -0.059 0.337 0.267
H 11.63796 11.66674 3.88874 -0.922 -0.140 0.865 0.236
H 11.54864 13.44898 5.68627 -0.441 -0.060 -0.131 0.244
H 10.19317 12.97033 7.73085 -0.140 0.103 0.142 0.203
N 10.55059 9.01049 10.80413 0.453 -0.054 1.596 -0.656
N 11.50231 9.88339 11.41570 1.813 0.858 -0.307 -0.455
C 12.46139 10.43225 10.60230 -1.443 -0.670 -1.531 0.378
N 13.47054 11.10224 11.15935 0.056 0.361 1.326 -0.767
S 12.22396 10.18820 8.83809 0.727 0.581 2.137 -0.189
H 10.04090 8.52144 11.58144 -0.049 0.640 -1.036 0.450
H 11.09097 8.23601 10.42884 0.171 -0.275 -0.362 0.420
H 11.42452 10.10606 12.41606 0.041 -0.331 -0.793 0.416
H 13.45252 11.11710 12.18855 0.348 0.123 -0.794 0.401
H 14.17594 11.72395 10.72749 -1.091 -0.989 -0.138 0.452
C 10.20658 5.66479 13.73116 -0.069 -0.914 -0.168 -0.259
O 11.19928 5.37804 12.68192 -0.291 0.717 1.803 -0.481
C 10.79488 5.94886 11.58515 -2.106 0.975 -2.055 0.841
O 9.71614 6.60237 11.47893 1.954 -1.172 -0.021 -0.732
N 11.58775 5.71968 10.52456 -0.390 -0.329 1.800 -0.452
N 11.20129 6.10315 9.26935 -1.120 1.080 -1.949 -0.669
H 9.32570 5.12150 13.42836 -0.449 0.023 0.063 0.208
H 9.92886 6.71593 13.84800 0.545 -0.225 -0.105 0.197
H 10.57527 5.19932 14.62224 0.448 0.071 0.449 0.205
H 12.48106 5.32736 10.63740 0.996 -0.563 0.196 0.407
H 10.16690 6.13091 9.28027 0.626 -0.068 -0.228 0.399
H 11.51655 5.42909 8.56510 -0.277 0.147 0.507 0.381
```
Forces are in eV/Å.

Its total charge is +1. As for the gap between HOMO and LUMO (alpha / beta): 6.3 / 6.2 eV. Its relative energy (zero: lowest compared OMol25 entry of this formula, charge and spin) is 1.210 eV. The expectation value of S² is 0.756. The value obtained for the HOMO energy (alpha / beta) is -9.66 / -9.65 eV. Its multiplicity is 2.